Entry 1:
{
  "formula": "C53H50CsN7OSSbSeSiTe",
  "method": "ωB97M-V/def2-TZVPD",
  "elements": ["Cs", "C", "Si", "C", "C", "N", "C", "C", "C", "C", "C", "C", "O", "C", "C", "C", "C", "C", "C", "H", "H", "H", "H", "H", "H", "H", "H", "H", "H", "H", "H", "H", "H", "H", "H", "H", "H", "C", "N", "C", "C", "N", "C", "S", "C", "C", "C", "C", "C", "N", "H", "H", "H", "H", "H", "H", "H", "H", "H", "Se", "N", "C", "C", "C", "C", "N", "C", "N", "H", "H", "H", "Te", "C", "C", "C", "C", "C", "C", "H", "H", "H", "H", "H", "C", "C", "C", "C", "C", "C", "Sb", "C", "C", "C", "C", "C", "C", "C", "C", "C", "C", "C", "C", "H", "H", "H", "H", "H", "H", "H", "H", "H", "H", "H", "H", "H", "H", "H"],
  "positions_angstrom": [[-0.4762, 0.6253, 0.3715], [2.9964, 2.4586, -0.1580], [1.9635, 4.0334, -0.0998], [2.6530, 5.0846, -1.5174], [2.5151, 4.9123, 1.4861], [0.3406, 3.6033, -0.2145], [-0.7080, 4.4498, -0.3189], [-0.6333, 5.8719, -0.2219], [-1.7269, 6.7025, -0.4018], [-2.9816, 6.1743, -0.6958], [-3.1021, 4.7929, -0.7901], [-2.0166, 3.9647, -0.5828], [-2.1677, 2.5790, -0.7569], [-3.2008, 1.9512, -0.1204], [-3.8140, 2.4217, 1.0362], [-4.7784, 1.6440, 1.6680], [-5.1473, 0.4106, 1.1573], [-4.5512, -0.0447, -0.0125], [-3.5974, 0.7289, -0.6540], [4.0575, 2.7276, -0.2632], [2.7349, 1.8200, -1.0093], [2.9019, 1.8583, 0.7571], [3.6926, 5.3724, -1.3193], [2.0725, 6.0030, -1.6733], [2.6317, 4.5170, -2.4568], [3.6093, 4.9345, 1.5618], [2.1231, 4.3902, 2.3687], [2.1556, 5.9481, 1.5292], [0.3384, 6.3093, -0.0078], [-1.5998, 7.7769, -0.3143], [-3.8389, 6.8167, -0.8576], [-4.0552, 4.3437, -1.0481], [-3.5456, 3.3917, 1.4373], [-5.2450, 2.0156, 2.5748], [-5.8859, -0.1940, 1.6669], [-4.8346, -1.0048, -0.4247], [-3.1472, 0.4125, -1.5907], [6.1210, -1.2300, -0.3996], [5.3390, -2.4491, -0.3344], [5.8000, -3.6793, 0.0961], [4.7610, -4.5170, 0.1105], [3.6298, -3.8071, -0.3087], [3.9924, -2.4932, -0.6100], [3.1291, -1.2067, -1.2036], [2.3035, -4.3593, -0.2387], [2.1044, -5.6007, 0.3637], [0.8093, -6.0875, 0.4380], [-0.2354, -5.3326, -0.0591], [0.0732, -4.1136, -0.6386], [1.3178, -3.6444, -0.7372], [7.1769, -1.4949, -0.4352], [5.9288, -0.5997, 0.4679], [5.8400, -0.6726, -1.2878], [6.8367, -3.8580, 0.3327], [4.7433, -5.5626, 0.3508], [2.9193, -6.1671, 0.7870], [0.6200, -7.0467, 0.9037], [-1.2627, -5.6624, 0.0173], [-0.7115, -3.4716, -1.0225], [-1.8525, 2.4730, 3.7900], [-1.1109, 1.8370, 5.2640], [-0.5623, 0.6849, 4.9273], [0.1454, -0.1918, 5.8016], [0.6365, -1.3315, 5.2685], [0.4540, -1.6262, 3.8732], [-0.1761, -0.8722, 3.0342], [-0.7004, 0.2819, 3.5434], [-1.3784, 1.1192, 2.7802], [0.2705, 0.0626, 6.8466], [1.1772, -2.0319, 5.8907], [0.8561, -2.5447, 3.4571], [-2.6957, -2.9283, 1.3257], [-4.4875, -3.7003, 0.5041], [-4.4716, -4.6555, -0.5241], [-5.6461, -5.1888, -1.0446], [-6.8840, -4.7709, -0.5655], [-6.9239, -3.8109, 0.4382], [-5.7454, -3.2888, 0.9658], [-3.5157, -4.9752, -0.9255], [-5.5930, -5.9363, -1.8294], [-7.8012, -5.1860, -0.9657], [-7.8803, -3.4612, 0.8149], [-5.7981, -2.5525, 1.7599], [2.2885, -0.1455, -7.7676], [2.5662, -1.1218, -6.8198], [1.9115, -1.1031, -5.5941], [0.9630, -0.1193, -5.3011], [0.7028, 0.8644, -6.2540], [1.3623, 0.8497, -7.4796], [-0.1170, -0.2793, -3.4361], [-1.1504, 1.5638, -3.7857], [-0.4967, 2.7407, -3.4186], [-1.0722, 3.9778, -3.6800], [-2.3172, 4.0462, -4.2934], [-2.9787, 2.8788, -4.6544], [-2.3948, 1.6395, -4.4082], [-1.6453, -1.5759, -4.2438], [-2.7056, -1.9253, -3.3997], [-3.7141, -2.7798, -3.8281], [-3.6667, -3.3125, -5.1102], [-2.6072, -2.9928, -5.9509], [-1.6010, -2.1318, -5.5215], [2.7947, -0.1584, -8.7259], [3.2918, -1.8982, -7.0354], [2.1406, -1.8663, -4.8553], [-0.0184, 1.6451, -6.0481], [1.1467, 1.6179, -8.2135], [0.4614, 2.7069, -2.9068], [-0.5614, 4.8851, -3.3750], [-2.7795, 5.0109, -4.4680], [-3.9494, 2.9306, -5.1346], [-2.9090, 0.7340, -4.7107], [-2.7385, -1.5533, -2.3788], [-4.5241, -3.0390, -3.1551], [-4.4486, -3.9826, -5.4489], [-2.5581, -3.4173, -6.9476], [-0.7865, -1.8947, -6.1954]],
  "spin_multiplicity": 1,
  "homo_ha": -0.1315,
  "relative_energy_kcal_mol": 31.8,
  "orbital_gap_ev": 4.3,
  "molar_mass_g_mol": 1322.4,
  "charge": -1,
  "largest_force_ha_per_bohr": 0.0467
}

Entry 2:
{
  "formula": "C53H50F8INO2",
  "method": "ωB97M-V/def2-TZVPD",
  "elements": ["C", "O", "C", "C", "N", "C", "C", "O", "I", "H", "H", "H", "H", "H", "H", "H", "H", "H", "H", "F", "C", "C", "C", "C", "C", "C", "H", "H", "H", "H", "H", "F", "C", "C", "C", "C", "C", "C", "H", "H", "H", "H", "H", "F", "C", "C", "C", "C", "C", "C", "H", "H", "H", "H", "H", "F", "C", "C", "C", "C", "C", "C", "H", "H", "H", "H", "H", "F", "C", "C", "C", "C", "C", "C", "H", "H", "H", "H", "H", "F", "C", "C", "C", "C", "C", "C", "H", "H", "H", "H", "H", "F", "C", "C", "C", "C", "C", "C", "H", "H", "H", "H", "H", "F", "C", "C", "C", "C", "C", "C", "H", "H", "H", "H", "H"],
  "positions_angstrom": [[4.3325, 2.0881, 0.2908], [3.9877, 1.0473, -0.6376], [2.6349, 0.6403, -0.3990], [1.6148, 1.3385, -1.3352], [0.9237, 2.5076, -0.7738], [0.1643, 2.2310, 0.4222], [-1.3652, 2.4431, 0.0824], [-1.6991, 3.2115, -0.6966], [-2.7957, 1.1759, 1.1564], [3.4651, 2.6692, 0.6375], [4.9837, 2.8030, -0.2396], [4.8608, 1.6048, 1.1331], [2.4170, 0.7456, 0.6775], [2.6012, -0.4463, -0.6120], [2.1914, 1.7151, -2.2007], [0.8724, 0.6352, -1.7766], [1.5338, 3.3087, -0.6744], [0.2524, 1.1958, 0.7902], [0.4767, 2.8938, 1.2482], [-3.4221, -4.0127, 0.2144], [-4.2525, -3.3386, -0.6092], [-4.2702, -1.9590, -0.5620], [-5.1195, -1.2641, -1.4106], [-5.9457, -1.9573, -2.2866], [-5.9187, -3.3457, -2.3179], [-5.0625, -4.0435, -1.4773], [-3.6242, -1.4369, 0.1326], [-5.1368, -0.1816, -1.3882], [-6.6110, -1.4137, -2.9457], [-6.5651, -3.8860, -2.9976], [-5.0209, -5.1252, -1.4929], [3.2519, 4.8931, -0.5745], [3.2629, 5.7929, 0.4337], [2.2060, 6.6715, 0.5624], [2.2162, 7.5911, 1.6019], [3.2844, 7.6270, 2.4900], [4.3432, 6.7387, 2.3438], [4.3299, 5.8104, 1.3105], [1.3863, 6.6334, -0.1445], [1.3904, 8.2810, 1.7190], [3.2907, 8.3476, 3.2956], [5.1749, 6.7666, 3.0285], [5.1405, 5.1036, 1.1836], [-0.0373, -0.1553, -3.6293], [-0.4366, 0.6442, -4.6380], [-0.8787, 1.9206, -4.3465], [-1.2862, 2.7462, -5.3849], [-1.2560, 2.2824, -6.6944], [-0.8127, 0.9944, -6.9690], [-0.3942, 0.1698, -5.9344], [-0.9020, 2.2609, -3.3174], [-1.6280, 3.7511, -5.1724], [-1.5794, 2.9271, -7.5024], [-0.7938, 0.6324, -7.9890], [-0.0377, -0.8338, -6.1279], [0.8365, -8.1798, 3.9627], [0.0065, -7.5099, 3.1393], [-0.0169, -6.1289, 3.1801], [-0.8695, -5.4416, 2.3263], [-1.6931, -6.1410, 1.4523], [-1.6603, -7.5296, 1.4277], [-0.8015, -8.2192, 2.2724], [0.6264, -5.6017, 3.8733], [-0.8923, -4.3591, 2.3427], [-2.3579, -5.6030, 0.7923], [-2.3038, -8.0766, 0.7502], [-0.7573, -9.3008, 2.2607], [5.2992, 8.3519, 4.4700], [5.8599, 8.2969, 5.6963], [6.2832, 7.0783, 6.1898], [6.8639, 7.0240, 7.4490], [7.0040, 8.1839, 8.2001], [6.5685, 9.4002, 7.6907], [5.9968, 9.4601, 6.4276], [6.1580, 6.1839, 5.5924], [7.2066, 6.0766, 7.8446], [7.4535, 8.1387, 9.1841], [6.6740, 10.3035, 8.2776], [5.6592, 10.4000, 6.0099], [-3.0748, -1.2540, -8.0288], [-4.0344, -0.3728, -8.3668], [-4.4147, 0.5947, -7.4571], [-5.4007, 1.5057, -7.8077], [-6.0008, 1.4320, -9.0588], [-5.6108, 0.4507, -9.9611], [-4.6171, -0.4558, -9.6168], [-3.9414, 0.6319, -6.4839], [-5.7014, 2.2727, -7.1054], [-6.7732, 2.1410, -9.3299], [-6.0810, 0.3906, -10.9343], [-4.2942, -1.2222, -10.3098], [-0.3576, -11.0658, 0.1675], [0.8187, -10.6844, -0.3693], [1.2826, -11.3241, -1.5024], [2.4919, -10.9263, -2.0557], [3.2242, -9.9041, -1.4647], [2.7451, -9.2749, -0.3229], [1.5315, -9.6630, 0.2266], [0.7011, -12.1237, -1.9434], [2.8634, -11.4142, -2.9477], [4.1694, -9.5982, -1.8957], [3.3169, -8.4810, 0.1404], [1.1384, -9.1794, 1.1103], [-2.2208, 2.2092, 7.8964], [-2.3962, 1.1583, 7.0741], [-2.8855, 1.3726, 5.7998], [-3.0610, 0.2884, 4.9519], [-2.7560, -0.9942, 5.3899], [-2.2696, -1.1931, 6.6754], [-2.0826, -0.1101, 7.5233], [-3.1249, 2.3786, 5.4790], [-3.4363, 0.4441, 3.9484], [-2.8979, -1.8393, 4.7274], [-2.0355, -2.1929, 7.0185], [-1.6966, -0.2442, 8.5256]],
  "spin_multiplicity": 1,
  "smiles": "COCCNCC(=O)I.Fc1ccccc1.Fc1ccccc1.Fc1ccccc1.Fc1ccccc1.Fc1ccccc1.Fc1ccccc1.Fc1ccccc1.Fc1ccccc1",
  "homo_ha": -0.3284,
  "orbital_gap_ev": 9.3,
  "molar_mass_g_mol": 1011.9,
  "largest_force_ha_per_bohr": 0.0640
}